Entry 1:
{
  "formula": "C3Cl2F4",
  "method": "the ωB97M-V functional and the def2-TZVPD basis",
  "homo_energy_ev": [-10.0, -9.8],
  "multiplicity": 1,
  "e_above_lowest_kj_mol": 366.3,
  "homo_lumo_gap_ha": [0.327, 0.293],
  "total_energy_ha": -1433.98396,
  "species": ["C", "C", "C", "F", "F", "F", "F", "Cl", "Cl"],
  "coordinates": [[-0.967, 0.254, 0.329], [-0.858, 1.420, -0.228], [1.190, -1.175, -0.014], [-1.715, 2.494, -0.373], [0.332, 1.800, -0.658], [0.760, -1.873, 1.071], [0.997, -1.959, -1.094], [-2.427, -0.596, 0.713], [2.688, -0.364, 0.255]],
  "lowdin_charge": [-0.43, -0.46, -0.74, 0.08, 0.09, 0.00, 0.06, 0.65, 0.76]
}

***

Entry 2:
{
  "formula": "C3F2HgLiO",
  "method": "the ωB97M-V functional and the def2-TZVPD basis",
  "homo_energy_ev": -13.1,
  "multiplicity": 1,
  "e_above_lowest_kj_mol": 17.2,
  "charge": 1,
  "homo_lumo_gap_ha": 0.240,
  "total_energy_ha": -549.80344,
  "species": ["C", "F", "Li", "F", "O", "C", "C", "Hg"],
  "coordinates": [[0.677, 0.949, -0.363], [1.859, 1.659, -0.176], [-0.223, -2.372, -0.587], [1.865, -0.884, 0.475], [-2.182, 0.051, 0.417], [0.680, -0.375, -0.101], [-1.533, -0.892, 0.650], [-1.142, 1.864, -0.317]],
  "lowdin_charge": [-0.45, -0.04, 0.78, -0.07, -0.17, -0.32, -0.03, 1.32]
}

***

Entry 3:
{
  "formula": "C3F2LiOPt",
  "method": "the ωB97M-V functional and the def2-TZVPD basis",
  "homo_energy_ev": [-13.2, -13.8],
  "multiplicity": 3,
  "charge": 1,
  "homo_lumo_gap_ha": [0.294, 0.242],
  "total_energy_ha": -515.63661,
  "species": ["C", "F", "Li", "F", "O", "C", "C", "Pt"],
  "coordinates": [[-1.208, 0.247, 0.289], [-2.208, 1.171, 0.089], [1.490, -1.173, -1.799], [-0.103, 1.244, -1.536], [1.307, -0.828, 1.342], [-0.168, 0.239, -0.572], [1.516, -0.313, 0.272], [-0.627, -0.589, 1.914]],
  "lowdin_spin": [0.25, 0.08, 0.01, 0.08, 0.15, 0.30, 0.10, 1.04]
}

***

Entry 4:
{
  "formula": "C3F4N2",
  "method": "the ωB97M-V functional and the def2-TZVPD basis",
  "homo_energy_ev": -12.9,
  "multiplicity": 1,
  "e_above_lowest_kj_mol": 0.0,
  "homo_lumo_gap_ha": 0.463,
  "total_energy_ha": -623.26599,
  "species": ["C", "C", "C", "N", "N", "F", "F", "F", "F"],
  "coordinates": [[1.192, -0.781, 1.999], [0.813, -1.415, 0.821], [-0.802, 0.829, -1.149], [1.390, -0.364, 3.078], [0.504, -1.778, -0.191], [0.485, 0.970, -0.740], [-1.190, 2.091, -1.460], [-1.565, 0.375, -0.169], [-0.828, 0.072, -2.190]],
  "lowdin_charge": [-0.16, -0.21, -0.74, 0.20, 0.22, 0.13, 0.15, 0.19, 0.23]
}

***

Entry 5:
{
  "formula": "C3FO2",
  "method": "the ωB97M-V functional and the def2-TZVPD basis",
  "homo_energy_ev": -2.8,
  "multiplicity": 1,
  "e_above_lowest_kj_mol": 464.0,
  "charge": -1,
  "homo_lumo_gap_ha": 0.264,
  "total_energy_ha": -364.46321,
  "species": ["C", "C", "C", "O", "O", "F"],
  "coordinates": [[0.071, 0.109, 1.009], [-0.030, -1.812, 0.206], [-0.362, 0.845, -0.072], [-1.182, 1.397, -0.751], [0.985, 0.822, -0.014], [0.881, -1.564, -0.716]],
  "lowdin_charge": [-0.09, 0.03, -0.75, 0.02, -0.09, -0.13]
}

***

Entry 6:
{
  "formula": "C3H10BN",
  "method": "the ωB97M-V functional and the def2-TZVPD basis",
  "homo_energy_ev": -9.5,
  "multiplicity": 1,
  "e_above_lowest_kj_mol": 26.0,
  "homo_lumo_gap_ha": 0.376,
  "total_energy_ha": -199.92529,
  "species": ["B", "C", "C", "C", "N", "H", "H", "H", "H", "H", "H", "H", "H", "H", "H"],
  "coordinates": [[0.415, 0.256, 0.084], [1.610, 1.293, 0.020], [0.838, -1.601, -0.063], [-2.101, -0.133, 0.034], [-0.895, 0.670, 0.072], [1.691, 1.882, 0.932], [1.454, 1.997, -0.799], [2.576, 0.822, -0.142], [1.790, -1.696, -0.561], [0.057, -2.104, -0.615], [0.900, -2.006, 0.940], [-2.027, -0.949, 0.753], [-2.968, 0.478, 0.280], [-2.254, -0.569, -0.958], [-1.085, 1.661, 0.021]],
  "lowdin_charge": [-0.36, -0.05, -0.03, -0.10, 0.01, 0.05, 0.05, 0.05, 0.01, 0.00, 0.01, 0.08, 0.08, 0.08, 0.12]
}

***

Entry 7:
{
  "formula": "C3H10Cl2NSi",
  "method": "the ωB97M-V functional and the def2-TZVPD basis",
  "homo_energy_ev": [-9.0, -15.5],
  "multiplicity": 3,
  "charge": 1,
  "homo_lumo_gap_ha": [0.204, 0.349],
  "total_energy_ha": -1384.58465,
  "species": ["C", "C", "C", "N", "Si", "Cl", "Cl", "H", "H", "H", "H", "H", "H", "H", "H", "H", "H"],
  "coordinates": [[0.097, 1.921, 0.559], [-2.182, -1.218, 0.831], [-1.939, -2.202, 0.014], [2.413, 0.717, -0.959], [0.588, 0.244, -0.149], [1.162, -1.106, 1.114], [-0.283, -0.571, -1.814], [-0.908, 1.977, 0.693], [0.593, 2.048, 1.606], [0.515, 2.681, -0.049], [-2.968, -0.460, 0.804], [-1.553, -0.895, 1.546], [-2.700, -2.401, -0.820], [-1.009, -2.760, -0.019], [2.595, 1.275, -1.808], [2.425, -0.234, -1.289], [3.156, 0.985, -0.260]],
  "lowdin_spin": [0.02, 0.79, 0.83, 0.01, 0.07, 0.02, 0.08, 0.00, 0.00, 0.00, 0.04, 0.06, 0.03, 0.03, 0.00, 0.00, 0.00]
}

***

Entry 8:
{
  "formula": "C3H10N",
  "method": "the ωB97M-V functional and the def2-TZVPD basis",
  "homo_energy_ev": -15.5,
  "multiplicity": 1,
  "e_above_lowest_kj_mol": 239.9,
  "charge": 1,
  "homo_lumo_gap_ha": 0.379,
  "total_energy_ha": -174.72021,
  "species": ["C", "H", "H", "H", "H", "C", "C", "N", "H", "H", "H", "H", "H", "H"],
  "coordinates": [[-0.415, -1.185, 2.840], [-0.270, -2.193, 3.091], [-1.561, -1.219, 2.704], [0.307, -0.762, 2.006], [-0.248, -0.530, 3.777], [-0.489, -0.030, -2.020], [0.872, 1.433, -0.731], [0.643, 0.907, -1.841], [-1.137, 0.327, -2.821], [-1.055, -0.257, -1.190], [0.095, -0.733, -2.664], [0.222, 1.092, 0.051], [1.700, 2.046, -0.528], [1.338, 1.104, -2.673]],
  "lowdin_charge": [-0.08, -0.02, 0.04, 0.03, 0.04, 0.02, 0.16, 0.00, 0.11, 0.08, 0.13, 0.11, 0.12, 0.25]
}